# 1
The following is a quantum chemistry calculation of a structure of composition C29H49Cl2N5O3SSbTi in a non-equilibrium geometry, from the OMol25 dataset.

Atoms and positions in Å:
Ti  0.3256  -1.4585  -1.6007
C  3.1465  -3.8234  -1.8321
C  3.3093  -2.8577  -0.6379
N  2.4341  -1.6186  -0.5822
C  2.2643  -1.2878  0.8406
C  1.2948  -2.1884  1.5448
N  -0.0130  -2.2521  0.8215
C  -0.7586  -3.4917  1.0972
C  -2.2183  -3.4509  0.5747
C  -2.6412  -2.5129  -0.5691
N  -1.7366  -2.4322  -1.7842
C  -1.7287  -3.6634  -2.6089
C  -0.5703  -4.5464  -2.3137
N  0.7540  -3.8581  -2.3690
C  1.8411  -4.6013  -1.8107
H  4.0030  -4.5130  -1.8263
H  3.2454  -3.2334  -2.7451
H  4.3434  -2.5628  -0.5447
H  3.1457  -3.4018  0.2877
H  2.8876  -0.8376  -1.0218
H  1.7958  -0.3355  0.9336
H  3.1523  -1.2389  1.4275
H  1.1424  -1.7609  2.5527
H  1.6835  -3.2165  1.6022
H  -0.4917  -1.4326  1.1503
H  -0.7421  -3.7644  2.1692
H  -0.3059  -4.3633  0.5841
H  -2.9201  -3.2309  1.3909
H  -2.5865  -4.4685  0.3686
H  -2.6866  -1.5389  -0.1254
H  -3.6887  -2.7563  -0.7904
H  -2.2310  -1.6994  -2.3697
H  -1.8473  -3.3840  -3.7025
H  -2.6664  -4.2039  -2.4477
H  -0.5312  -5.2493  -3.1896
H  -0.6256  -5.1466  -1.4102
H  1.0370  -3.7018  -3.3739
H  1.9849  -5.5688  -2.3832
H  1.5292  -4.9721  -0.8060
C  1.4104  3.8695  -7.9111
C  1.4323  2.7031  -7.0145
C  0.5512  1.6276  -7.3142
C  0.3991  0.5302  -6.4937
C  0.9754  0.5009  -5.2316
C  1.8251  1.5436  -4.8903
C  2.0956  2.6143  -5.7858
S  0.8901  -0.9968  -4.2903
O  1.2197  -2.0831  -5.2030
O  -0.5043  -1.2263  -3.5920
O  1.7313  -0.8025  -3.1323
H  2.1959  3.7830  -8.7194
H  1.6183  4.7648  -7.2816
H  0.4231  4.0286  -8.3968
H  -0.0823  1.6959  -8.1820
H  -0.2916  -0.2856  -6.8135
H  2.2567  1.5928  -3.8751
H  2.7613  3.4317  -5.4644
Cl  -2.9481  0.9592  -1.6050
C  -1.7616  1.8025  -0.6522
C  -2.1413  2.7893  0.2536
C  -1.1055  3.5243  0.8921
C  0.2630  3.2059  0.6961
C  0.6355  2.1959  -0.2195
Cl  2.3749  2.1251  -0.8145
C  -0.3545  1.3761  -0.7771
N  -0.0580  0.0991  -1.1180
H  -3.1819  3.0456  0.4418
H  -1.2669  4.3142  1.6131
H  1.0566  3.7118  1.2529
C  -3.6983  4.2368  6.0687
C  -2.1745  4.1639  6.3410
Sb  -1.2354  2.6919  4.9697
C  0.6626  3.7722  5.0360
C  1.3722  3.8070  6.3669
C  -0.9737  0.9515  6.2663
C  -2.3781  0.4784  6.5978
H  -4.1386  5.0949  6.6779
H  -4.0786  3.2629  6.4110
H  -4.0110  4.4522  4.9955
H  -1.8570  3.7899  7.3213
H  -1.6111  5.1245  6.0858
H  0.3556  4.7907  4.6198
H  1.3061  3.2760  4.2814
H  0.7614  4.3398  7.1293
H  2.3091  4.3592  6.2131
H  1.6249  2.8249  6.8170
H  -0.3724  1.3314  7.1401
H  -0.3906  0.3582  5.5836
H  -3.0389  1.3294  6.7148
H  -2.3394  -0.0532  7.5952
H  -2.8434  -0.1983  5.8955

Properties
HOMO energy (alpha / beta), eV: -4.35 / -6.27
Energy relative to the best compared isomer or geometry (same formula, charge and spin), kcal per mole: 28.7
Spin multiplicity: 2
Gap between HOMO and LUMO (alpha / beta), Ha: 0.1695 / 0.2398
LUMO (alpha / beta), Eh: 0.0095 / 0.0094


# 2
The following is a quantum chemistry calculation of a cluster of 5 separate species, C29H49F6N5O9S in total in a non-equilibrium geometry, from the OMol25 dataset.

Atoms and positions in Å:
C  2.3856  3.5603  -1.7331
C  2.1659  2.8729  -0.2635
C  0.6154  2.6089  -0.0344
C  0.1091  1.1066  0.1026
C  -0.2906  0.9147  1.6694
N  0.7589  1.2740  2.6543
O  -1.2667  1.2307  -0.4665
S  -1.9619  -0.3155  -0.5911
O  -2.9780  -0.5153  -1.6904
O  -2.7467  -0.8004  0.6235
O  -0.4441  -1.0640  -0.7931
C  0.7063  -0.1290  -0.7172
C  1.6296  -0.9595  0.3587
C  2.8129  -1.8149  -0.2899
F  0.7836  -1.9408  1.0279
C  1.1506  -0.0741  -2.2339
F  2.5064  0.3383  -2.4660
F  1.1042  -1.4279  -2.7486
C  0.2528  0.7172  -3.2867
F  -0.0745  2.0401  -3.0047
F  -0.8640  -0.0971  -3.6592
F  1.0375  0.7691  -4.4978
O  3.0605  1.7732  0.0048
C  4.4674  2.2174  0.0672
C  5.2737  1.3374  -1.0155
C  5.3337  1.8866  -2.4662
C  6.0666  1.0218  -3.5213
C  6.6867  -0.3261  -3.0680
C  6.6532  -0.8513  -1.5974
C  5.9128  0.0227  -0.5173
H  3.2936  4.2668  -1.5871
H  2.7008  2.8122  -2.5316
H  1.5202  4.2395  -2.0363
H  2.4810  3.7158  0.4712
H  0.3248  3.1511  0.9487
H  0.0416  3.2308  -0.8236
H  -0.6847  -0.1212  1.9257
H  -1.1764  1.6430  1.8343
H  0.8889  0.4622  3.2881
H  1.6698  1.5086  2.2402
H  2.1293  -0.2768  1.1272
H  2.3272  -2.6499  -0.9008
H  3.5983  -1.2176  -0.8563
H  3.3611  -2.3327  0.5840
H  4.5857  3.3413  -0.0898
H  4.8249  2.0030  1.1422
H  4.8622  2.8910  -2.7651
H  6.0911  1.4193  -4.5985
H  7.1939  -0.9574  -3.8706
H  7.0973  -1.8410  -1.2561
H  5.8174  -0.3162  0.5798
C  -7.6920  -0.3726  2.7222
O  -8.5450  -0.7476  3.5055
N  -6.8177  -1.1832  2.0612
C  -5.8266  -0.6601  1.1411
C  -6.8806  -2.6138  2.2854
H  -7.5589  0.6947  2.4805
H  -5.9950  -1.0949  0.1525
H  -4.8319  -0.9352  1.4962
H  -5.8931  0.4268  1.0698
H  -7.8740  -2.9762  2.0093
H  -6.7162  -2.8177  3.3465
H  -6.1241  -3.1280  1.6913
C  -0.1110  -4.5234  3.2881
O  0.9138  -4.8486  3.8570
N  -0.8536  -5.3305  2.4766
C  -2.0661  -4.8675  1.8331
C  -0.4154  -6.6938  2.2512
H  -0.5317  -3.5096  3.3912
H  -2.9031  -5.4909  2.1591
H  -1.9487  -4.9511  0.7494
H  -2.2731  -3.8274  2.0907
H  -0.3656  -7.2170  3.2095
H  0.5833  -6.6802  1.8077
H  -1.1058  -7.2128  1.5852
C  -0.6571  4.8637  -7.8457
O  -0.6142  5.8604  -7.1494
N  -0.4334  3.5898  -7.4130
C  -0.5027  2.4507  -8.3052
C  -0.1159  3.3685  -6.0159
H  -0.8897  4.9204  -8.9218
H  -1.2724  1.7628  -7.9457
H  0.4659  1.9438  -8.3119
H  -0.7493  2.7639  -9.3209
H  -0.9375  3.7424  -5.3994
H  0.7920  3.9226  -5.7636
H  0.0356  2.3079  -5.8207
C  -0.4555  -0.0651  5.2494
O  0.6209  -0.6356  5.2223
N  -1.3383  -0.0940  6.2860
C  -2.6019  0.6131  6.2400
C  -1.0028  -0.8569  7.4732
H  -0.8077  0.5407  4.3994
H  -2.6357  1.3359  7.0593
H  -3.4171  -0.1062  6.3536
H  -2.7205  1.1411  5.2924
H  -0.0735  -0.4686  7.8974
H  -0.8505  -1.9028  7.1956
H  -1.8013  -0.7859  8.2124

Properties
Structure (SMILES): C[C@H](F)[C@@]1(C(F)(F)C(F)(F)F)OS(=O)(=O)O[C@]1(CN)C[C@H](C)OCc1ccccc1.CN(C)C=O.CN(C)C=O.CN(C)C=O.CN(C)C=O
HOMO energy, eV: -9.04
Gap between HOMO and LUMO, Ha: 0.3320
LUMO, Eh: -0.0002


# 3
The following is a quantum chemistry calculation of a structure of composition C29H49N2PtSi3 in a non-equilibrium geometry, from the OMol25 dataset.

Atoms and positions in Å:
Pt  -0.1462  0.1013  -0.0414
C  -0.0049  2.3389  -2.9750
Si  -1.0736  1.4118  -1.7729
C  -2.4677  0.5956  -2.6848
C  -1.7690  2.7501  -0.6658
C  -2.7505  3.5858  -1.2118
C  -3.2882  4.6206  -0.4610
C  -2.8410  4.8478  0.8355
C  -1.8603  4.0351  1.3857
C  -1.3242  2.9715  0.6494
Si  -0.0468  1.8953  1.5006
C  1.4314  3.0058  1.6837
C  -0.6737  1.4002  3.1758
H  -0.6647  3.0545  -3.4763
H  0.4454  1.6967  -3.7364
H  0.7911  2.8914  -2.4761
H  -2.8289  1.3139  -3.4251
H  -3.2844  0.3262  -2.0123
H  -2.1493  -0.3047  -3.2184
H  -3.0999  3.4369  -2.2286
H  -4.0536  5.2553  -0.8898
H  -3.2543  5.6623  1.4172
H  -1.5154  4.2369  2.3950
H  1.0898  3.8965  2.2214
H  1.8261  3.3145  0.7144
H  2.2385  2.5545  2.2598
H  -1.1494  2.2750  3.6256
H  0.1525  1.0826  3.8178
H  -1.4068  0.5910  3.1372
N  -3.7106  -2.6391  0.9396
C  -2.4855  -2.2300  0.5495
N  -2.3197  -0.9337  0.6446
C  -3.5435  -0.4469  1.1331
C  -3.9713  0.8515  1.4130
C  -5.2492  1.0160  1.9051
C  -6.1105  -0.0745  2.1126
C  -5.7124  -1.3622  1.8202
C  -4.4198  -1.5155  1.3304
H  -4.0422  -3.5884  0.9454
H  -1.7440  -2.9261  0.1915
H  -3.3324  1.7084  1.2456
H  -5.6015  2.0133  2.1359
H  -7.1029  0.0998  2.5060
H  -6.3683  -2.2110  1.9663
C  3.3916  0.0634  1.6513
C  2.7578  -1.2903  1.3405
C  1.6929  -1.5726  2.4218
C  3.8343  -2.3787  1.3555
Si  1.8796  -1.2019  -0.3589
C  2.9986  -0.2409  -1.6407
C  3.0218  1.2631  -1.3435
C  4.4474  -0.7549  -1.6703
C  2.3880  -0.4097  -3.0426
C  1.3695  -2.9467  -0.9849
C  2.5299  -3.6869  -1.6605
C  0.8570  -3.8333  0.1625
C  0.2165  -2.7849  -2.0085
H  3.7357  0.0678  2.6934
H  2.6818  0.8754  1.5285
H  4.2598  0.2661  1.0255
H  2.1541  -1.5459  3.4170
H  1.2296  -2.5528  2.3106
H  0.8959  -0.8145  2.4120
H  4.4022  -2.2974  2.2905
H  4.5460  -2.2743  0.5368
H  3.4157  -3.3849  1.3230
H  3.6067  1.5035  -0.4573
H  2.0201  1.6603  -1.2015
H  3.4805  1.7863  -2.1911
H  4.9689  -0.5819  -0.7281
H  5.0018  -0.2140  -2.4460
H  4.5133  -1.8157  -1.9076
H  1.3405  -0.0911  -3.0715
H  2.4450  -1.4351  -3.3987
H  2.9418  0.2071  -3.7598
H  3.3949  -3.7990  -1.0054
H  2.8546  -3.2076  -2.5799
H  2.1835  -4.6940  -1.9206
H  1.6736  -4.1994  0.7853
H  0.3563  -4.7126  -0.2584
H  0.1524  -3.3282  0.8239
H  0.5674  -2.3708  -2.9486
H  -0.5823  -2.1183  -1.6488
H  -0.2327  -3.7598  -2.2266

Properties
HOMO energy, eV: -11.26
Net charge: +1
Gap between HOMO and LUMO, Ha: 0.2662
LUMO, Eh: -0.1476


# 4
The following is a quantum chemistry calculation of a structure of composition C29H50AsN5RuSSbSi2, from the OMol25 dataset.

Atoms and positions in Å:
Ru  0.4751  -0.5363  0.7318
N  1.7582  3.8260  -0.5657
C  1.0290  2.8087  -0.0862
N  1.4954  1.6314  0.1789
C  2.8464  1.3891  -0.0404
N  3.3516  0.1961  0.2290
N  2.4453  -0.6614  0.5936
C  2.7887  -1.9818  1.0797
C  2.3139  -1.9847  2.5101
C  2.9538  -2.6390  3.5431
C  2.3834  -2.6156  4.8067
C  1.1965  -1.9258  4.9991
C  0.6205  -1.2901  3.9149
N  1.1532  -1.3168  2.6918
C  3.7036  2.4433  -0.5435
C  5.0694  2.2657  -0.7936
C  5.8181  3.3027  -1.3020
C  5.2211  4.5375  -1.5726
C  3.8776  4.7350  -1.3331
C  3.1274  3.6832  -0.8179
H  1.3094  4.7101  -0.7393
H  -0.0262  3.0064  0.0698
H  3.8468  -2.2096  0.9630
H  3.8809  -3.1630  3.3518
H  2.8618  -3.1260  5.6333
H  0.7175  -1.8754  5.9678
H  -0.3012  -0.7356  4.0338
H  5.5135  1.3019  -0.5827
H  6.8736  3.1626  -1.4951
H  5.8169  5.3464  -1.9737
H  3.4083  5.6904  -1.5425
C  -2.0774  1.7419  -2.0019
Si  -1.2248  0.4991  -3.1214
C  -2.3839  -0.7086  -3.9543
C  -0.3823  1.4837  -4.4693
As  0.3015  -0.6813  -1.7303
Si  2.1776  -0.9505  -3.1676
C  1.5122  -1.8770  -4.6428
C  2.7757  0.7765  -3.6274
C  3.6201  -1.8812  -2.4622
H  -3.1522  1.7941  -2.2006
H  -1.6562  2.7365  -2.1846
H  -1.9287  1.4983  -0.9489
H  -3.3218  -0.2123  -4.2271
H  -2.6239  -1.5834  -3.3499
H  -1.9191  -1.0676  -4.8785
H  -1.1806  1.9495  -5.0618
H  0.2147  0.8761  -5.1502
H  0.2502  2.2833  -4.0784
H  0.6739  -1.3706  -5.1266
H  1.1768  -2.8734  -4.3435
H  2.3045  -2.0009  -5.3897
H  2.2906  1.5718  -3.0578
H  2.6173  0.9894  -4.6870
H  3.8512  0.8394  -3.4295
H  3.3666  -2.8926  -2.1526
H  4.0722  -1.3558  -1.6192
H  4.3657  -1.9265  -3.2676
C  -4.0499  -1.1284  -0.6953
C  -3.8836  -0.1223  0.4432
C  -5.1593  0.0069  1.2739
Sb  -2.0798  -0.5716  1.5240
C  -2.1735  0.9080  3.0962
C  -2.9400  0.5025  4.3507
C  -2.6709  2.2299  2.5125
C  -2.4546  -2.4596  2.4909
C  -2.0016  -3.5897  1.5643
C  -3.8712  -2.7029  3.0013
H  -4.8401  -0.8095  -1.3829
H  -4.3325  -2.1133  -0.3106
H  -3.1325  -1.2538  -1.2736
H  -3.6704  0.8567  0.0134
H  -5.5054  -0.9575  1.6406
H  -5.9552  0.4157  0.6431
H  -5.0518  0.6739  2.1322
H  -1.1220  1.0531  3.3608
H  -4.0085  0.3833  4.1561
H  -2.8342  1.2695  5.1236
H  -2.5822  -0.4414  4.7713
H  -3.7222  2.1802  2.2158
H  -2.0949  2.5272  1.6299
H  -2.5788  3.0312  3.2516
H  -1.7738  -2.4348  3.3467
H  -2.6252  -3.6401  0.6667
H  -2.0978  -4.5499  2.0804
H  -0.9648  -3.4774  1.2518
H  -4.5588  -2.8816  2.1719
H  -4.2696  -1.8836  3.6015
H  -3.8833  -3.6052  3.6204
S  1.6392  -3.0488  0.1485

Properties
HOMO energy (alpha / beta), eV: -9.36 / -9.91
Energy relative to the best compared isomer or geometry (same formula, charge and spin), kcal per mole: 34.4
Net charge: +1
Spin multiplicity: 5
Gap between HOMO and LUMO (alpha / beta), Ha: 0.2599 / 0.2252
LUMO (alpha / beta), Eh: -0.0842 / -0.1389